1.
69
Properties=species:S:1:pos:R:3 method="wB97M-V/def2-TZVPD" gap_ev="6.2931 / 6.3545" spin_multiplicity=5 energy_ha=-2870.77805
Ir 0.03230 0.54382 0.18068
S 0.59739 1.98368 1.92103
S 3.47376 3.48041 2.52251
P 1.64024 3.78320 2.09324
Si -1.42672 1.87754 -1.21061
Si 1.75294 0.57804 -1.51911
O 0.85613 4.52730 3.25509
O 1.26831 4.72737 0.88376
C 0.18881 3.85466 -4.48950
C 1.10018 1.93478 -2.65930
C 1.60645 4.62296 -0.52745
C 1.70603 -1.00153 -2.52909
C 0.84326 -2.26659 0.88109
C 1.93033 2.41724 -3.67731
C 1.48421 3.36580 -4.58694
C 0.15997 -1.24606 1.59249
C -2.23843 3.38924 -0.47845
C 0.86619 5.75643 -1.20019
C 0.23753 -2.91898 -0.15771
C -1.20197 -0.96895 1.26433
C 3.09485 4.68653 -0.78953
C -1.30358 4.12984 4.23049
C -1.70975 -3.31904 -1.72618
C -1.09893 -2.60651 -0.55303
C 3.51542 0.89263 -1.00454
C -0.62465 6.38984 3.32544
C -2.77316 0.88269 -2.05383
C -0.54885 4.88823 3.16227
C -1.79769 -1.67878 0.17011
C -0.21538 2.43526 -2.55475
C -0.64616 3.39406 -3.48069
H 0.00040 6.88557 2.58335
H 1.20364 3.67107 -0.87506
H 1.85567 -2.51823 1.17092
H 0.96501 5.66387 -2.28228
H 3.57069 1.46475 -0.07606
H 0.77631 -3.68819 -0.69800
H -0.28205 6.67973 4.32011
H -0.91751 4.61275 2.17140
H 3.50618 5.63698 -0.44379
H 3.63802 3.88629 -0.29635
H -1.18558 3.05488 4.10207
H -2.38376 -0.02388 -2.52240
H -2.89044 3.84996 -1.22709
H -2.65395 -2.86246 -2.01989
H -1.65151 3.79946 -3.41173
H -1.50189 4.12768 -0.15284
H -0.16725 4.59660 -5.19398
H -2.85137 3.12171 0.38658
H -1.03776 -3.29586 -2.58633
H -3.55151 0.59434 -1.34096
H 1.28159 6.71576 -0.88567
H -0.19511 5.73672 -0.94861
H -2.36639 4.37426 4.17235
H 3.24846 4.60279 -1.86718
H 2.37178 -0.88744 -3.39178
H 2.14449 3.72365 -5.36745
H -3.23610 1.49923 -2.83078
H 0.57954 -0.85286 2.50804
H 2.94815 2.04888 -3.76553
H -2.82517 -1.45880 -0.09448
H -1.65468 6.72800 3.19769
H 0.69819 -1.20327 -2.89954
H -1.89678 -4.36907 -1.48873
H 2.04126 -1.86237 -1.94601
H -1.83744 -0.44624 1.96705
H 4.01650 -0.06528 -0.84224
H -0.93620 4.40757 5.21968
H 4.06761 1.43933 -1.77470

=====

2.
71
Properties=species:S:1:pos:R:3 method="wB97M-V/def2-TZVPD" gap_ev=7.7938 energy_ha=-2502.13531
S 1.13682 -3.64802 -5.36911
S 4.87233 -1.82626 -0.55199
P 5.52235 -2.76442 -3.43449
O 6.16936 -3.94240 -2.47784
O -1.06784 4.56723 -1.16948
O 5.30942 -3.68652 -4.76980
O 2.89391 0.64543 -0.39070
N 2.66329 -3.43887 -4.94319
N 2.67614 0.39368 1.88895
N 0.37986 -3.20651 -4.03750
C 2.13542 -2.02987 -1.08141
C 3.84571 -0.20342 2.55912
C 1.88423 -1.41795 0.27690
C -3.44375 2.88611 -0.55303
C 3.47246 -2.22430 -1.58995
C 3.76233 -2.67608 -2.83621
C 1.32375 -2.85330 -3.15809
C -2.70943 0.29832 1.79932
C -3.32853 3.94299 -1.67079
C -1.97339 -2.42233 0.58448
C 2.54616 -0.06098 0.52294
C -0.39333 -2.27405 -1.44015
C -2.36485 5.08554 -1.42354
C -0.34279 5.31034 -0.21576
C 1.46612 0.13964 2.66827
C -2.99016 1.53371 2.67188
C -1.54248 -1.98161 1.98245
C -3.86063 2.58020 1.97762
C -0.84981 -3.11278 -0.22086
C -2.47499 -0.96039 2.63963
C 2.64737 -2.99604 -3.68286
C -3.11399 3.36585 0.87198
C 1.05852 -2.38066 -1.84160
H -1.83569 0.51123 1.17679
H 0.81400 -1.20487 0.33035
H -0.53160 -1.57245 1.99444
H -2.80759 -3.11702 0.71463
H 0.59079 0.57880 2.18921
H -0.96601 -2.64292 -2.28850
H 1.28817 -0.92432 2.87671
H -2.31414 5.69831 -2.33283
H -0.31658 6.37393 -0.47579
H -2.97087 3.43784 -2.57236
H -2.76742 2.06725 -0.80056
H -0.02219 -3.36988 0.43943
H -0.78648 5.21575 0.78192
H 4.46720 -0.76452 1.86562
H 3.53789 -0.88595 3.35681
H -3.42341 -1.42506 2.91995
H -1.51796 -2.86886 2.62437
H 2.09131 -2.10344 1.10355
H 5.63224 -4.16633 -1.71208
H 0.67121 4.91777 -0.19046
H -3.34022 4.42735 0.98172
H -0.67956 -1.22229 -1.33872
H 4.96148 -3.00313 0.08859
H -2.37562 -1.57414 0.02764
H -3.48153 1.23646 3.60382
H 1.58674 0.62439 3.63863
H 6.12341 -4.18730 -4.90231
H -3.59007 0.15822 1.16888
H -4.46149 2.49313 -0.54492
H -2.04347 3.24131 1.04598
H -2.68878 5.75148 -0.61791
H -4.74565 2.09920 1.55178
H 4.46416 0.57919 2.99989
H -1.27696 -4.03280 -0.61975
H -2.00937 -0.65082 3.58229
H -2.05149 2.01502 2.96357
H -4.30892 4.34910 -1.93224
H -4.22510 3.29805 2.71664

=====

3.
70
Properties=species:S:1:pos:R:3 method="wB97M-V/def2-TZVPD" gap_ev=7.8252 charge=+3 energy_ha=-3535.78259
La 0.13478 0.01516 -0.76748
As -1.33508 0.50231 1.97286
O -1.73260 -1.03300 -1.12852
O -1.28881 1.61354 -1.25217
N 0.53801 -2.86348 -1.12469
N 1.91169 1.22244 0.46223
N 3.62729 2.88194 0.92795
N 0.40816 -5.40432 -1.35475
C 5.37654 4.96808 0.03649
C 3.42297 4.20081 1.53257
C -3.43495 0.81846 -1.16301
C 1.78816 -4.93737 -0.92249
C -2.83986 1.75093 2.18036
C 0.13010 -4.81885 -2.71569
C 2.71583 2.04107 0.75433
C -5.74213 0.07279 -0.67161
C -2.54272 1.84946 -1.35262
C -0.33660 -3.39579 -0.10304
C -0.70373 -4.88944 -0.44031
C 1.85878 -3.45346 -0.90603
C -1.97204 -1.13394 2.73444
C -5.29604 -1.29882 -0.73143
C -3.96270 -1.60552 -0.82705
C -4.84094 1.06009 -0.95783
C -3.01134 -0.55706 -0.94204
C 0.02203 -3.25134 -2.52275
C 4.96969 2.50433 0.54918
C -0.37939 1.24556 3.43246
C -2.85664 3.23681 -1.59005
C 5.38716 3.51179 -0.44907
C 3.94469 5.24746 0.56060
H -0.06447 2.21829 2.98077
H -1.28780 -1.98913 2.62422
H -3.53404 1.84159 1.37856
H -3.84955 3.52673 -1.97245
H -0.57332 -5.46122 0.45447
H -6.76299 0.31605 -0.49581
H 4.93783 1.52366 0.06881
H 2.48596 -3.08952 -1.74268
H 5.57306 2.49881 1.50454
H -3.70016 -2.61893 -0.98765
H 0.53858 0.75915 3.74143
H 0.13592 -3.25623 0.85929
H 0.30554 -6.42264 -1.29732
H -2.64474 3.75962 -0.67325
H 5.65104 5.60655 -0.84756
H -2.48215 2.73661 2.36663
H 2.37282 4.23057 1.74589
H -5.95197 -2.12082 -0.62956
H -2.13866 -1.04979 3.87517
H -1.67678 -4.99282 -0.96746
H 6.31758 3.14874 -0.86277
H 1.96347 -5.36976 0.09506
H 2.51865 -5.43368 -1.50996
H -1.01913 -2.91551 -2.57400
H 4.66982 3.47454 -1.31013
H 3.97652 6.19890 1.16083
H -0.79585 -5.31769 -3.14109
H 3.99954 4.11386 2.43305
H 3.26770 5.48169 -0.26576
H 6.09893 5.09434 0.87205
H 0.98528 -5.13298 -3.22733
H -1.09365 1.29006 4.31141
H -2.22351 3.75315 -2.29246
H -5.20814 2.09308 -1.04206
H -3.42648 1.48562 3.08580
H 2.26418 -3.12648 0.11264
H 0.61204 -2.70829 -3.24699
H -1.25808 -2.83557 -0.10672
H -2.94329 -1.41121 2.30153

=====

Values for max |F|, eV Å⁻¹, ordered as above
0.916, 1.052, 3.517